Record 1
The following is a DFT calculation (wB97M-V/def2-TZVPD) of C30H36BN9O6SV as an isolated structure.

XYZ file:
```
84
Properties=species:S:1:pos:R:3
V 0.0110 0.2503 -0.1192
C -3.3025 0.8887 -1.6344
C -2.2560 1.9410 -1.7722
C -2.3954 3.2003 -2.3767
C -1.1740 3.8227 -2.2264
C -0.7524 5.1903 -2.6501
N -0.3570 2.9663 -1.5857
N -1.0157 1.8095 -1.3147
B 0.9333 3.2954 -0.8010
N 0.5551 3.1934 0.6975
N -0.0583 2.0758 1.1677
C -0.3988 2.3078 2.4300
C -1.0997 1.2989 3.2750
C 0.0070 3.6049 2.7863
C 0.6055 4.1301 1.6601
C 1.2130 5.4779 1.4521
N 2.0468 2.2983 -1.1343
N 1.8687 0.9798 -0.8833
C 2.9975 0.3515 -1.1826
C 3.1351 -1.1300 -1.0978
C 3.9414 1.2944 -1.6194
C 3.2984 2.5137 -1.5777
C 3.8165 3.8669 -1.9368
H -4.2253 1.2271 -2.1051
H -2.9931 -0.0359 -2.1193
H -3.4925 0.6655 -0.5851
H -3.2740 3.5937 -2.8619
H -1.5306 5.6341 -3.2696
H -0.5864 5.8409 -1.7899
H 0.1740 5.1617 -3.2243
H 1.2953 4.4090 -1.0571
H -1.6232 0.5732 2.6553
H -0.3835 0.7527 3.8895
H -1.8129 1.7960 3.9344
H -0.1278 4.0929 3.7378
H 1.2034 6.0295 2.3911
H 2.2455 5.4002 1.1092
H 0.6625 6.0564 0.7085
H 2.3422 -1.5658 -0.4923
H 3.0790 -1.5599 -2.0990
H 4.0967 -1.3970 -0.6566
H 4.9516 1.1048 -1.9433
H 4.8457 3.7790 -2.2816
H 3.2255 4.3230 -2.7324
H 3.7972 4.5454 -1.0824
O 1.1275 -0.4332 1.3164
N 0.7039 -1.1022 2.3711
N 0.3755 -2.2924 2.0805
O 0.3946 -2.8112 0.9301
C -0.1343 -3.0728 3.1841
C 0.4516 -2.9872 4.4355
C -0.0643 -3.7544 5.4701
C -1.1496 -4.5895 5.2453
C -1.7235 -4.6569 3.9819
C -1.2164 -3.8999 2.9377
H 1.2941 -2.3268 4.5836
H 0.3870 -3.7017 6.4529
H -1.5496 -5.1869 6.0552
H -2.5793 -5.2964 3.8082
H -1.6579 -3.9068 1.9494
C -4.5674 0.6546 -6.5113
C -3.4193 0.1735 -5.6640
C -2.4238 1.0536 -5.2489
C -1.3589 0.6155 -4.4781
C -1.2811 -0.7208 -4.1136
C -2.2511 -1.6187 -4.5370
C -3.3165 -1.1665 -5.3018
S 0.0563 -1.2569 -3.0650
O 1.1366 -0.3438 -3.3311
O 0.2357 -2.6568 -3.3687
N -0.4567 -1.0628 -1.5629
C -1.4717 -2.0415 -1.1543
C -2.1017 -1.6318 0.1721
O -2.9515 -2.3527 0.6771
O -1.6850 -0.5091 0.6673
H -4.7751 1.7095 -6.3301
H -5.4753 0.0873 -6.3037
H -4.3432 0.5403 -7.5747
H -2.4894 2.1021 -5.5179
H -0.5894 1.3005 -4.1465
H -2.1564 -2.6634 -4.2723
H -4.0810 -1.8661 -5.6212
H -1.0398 -3.0328 -1.0252
H -2.2886 -2.1270 -1.8807
```

Values from the calculation:
HOMO level (spin up / spin down) = -0.197 / -0.204 hartree
⟨S²⟩ = 2.011
Energy relative to the best compared isomer or geometry (same formula, charge and spin) = 0.0 kcal/mol
Calculated total energy = -3476.3281 Ha
Net charge = -1
Multiplicity = 3


Record 2
The following is a DFT calculation (wB97M-V/def2-TZVPD) of a 6-piece molecular cluster, C28H75N9O7P2 overall at a distorted geometry.

XYZ file:
```
121
Properties=species:S:1:pos:R:3
C -2.9330 3.8551 -6.9598
N -3.3016 3.1274 -5.7508
C -4.5798 3.5381 -5.1868
P -2.1305 2.4731 -4.7082
O -2.6491 1.5848 -3.6428
N -1.0629 1.7249 -5.7408
C -1.5654 0.8155 -6.7681
C 0.1603 1.1783 -5.1351
N -1.2656 3.8360 -4.1130
C -1.8318 4.5935 -3.0230
C -0.1160 4.4515 -4.7729
H -1.9233 3.5887 -7.2688
H -3.0286 4.9316 -6.7914
H -3.5967 3.5568 -7.7749
H -5.3114 3.8240 -5.9368
H -4.5002 4.3686 -4.4703
H -4.9084 2.7323 -4.5240
H -1.0660 0.8127 -7.7331
H -1.6703 -0.2079 -6.3874
H -2.6325 0.9874 -6.9518
H -0.1175 0.5599 -4.2711
H 0.6713 0.5195 -5.8297
H 0.7838 1.9887 -4.7573
H -2.8990 4.7670 -3.1592
H -1.6410 4.2091 -2.0173
H -1.3175 5.5545 -2.9222
H 0.2229 3.8076 -5.5867
H 0.7065 4.5893 -4.0732
H -0.4335 5.3591 -5.2943
C 3.0466 -6.3889 2.1415
N 1.7673 -5.7690 2.4802
C 0.6131 -6.6171 2.1662
P 1.5759 -4.1003 2.5766
O 1.9634 -3.4192 1.3394
N -0.0540 -3.7970 2.9750
C -0.7032 -4.3764 4.1649
C -0.8478 -2.8969 2.1473
N 2.4583 -3.6158 3.9330
C 3.5053 -2.5938 3.7890
C 2.3781 -4.2135 5.2542
H 2.9591 -6.7260 1.1058
H 3.1579 -7.2448 2.8145
H 3.8353 -5.6728 2.3607
H 0.7800 -7.0373 1.1689
H -0.3248 -6.1013 2.3287
H 0.6296 -7.4808 2.8450
H -0.4702 -3.7526 5.0261
H -1.7781 -4.3976 3.9817
H -0.4050 -5.4183 4.2751
H -0.3347 -2.8913 1.1862
H -1.9004 -3.1766 2.1160
H -0.8224 -1.8725 2.5353
H 3.4471 -2.3385 2.7298
H 3.1193 -1.7497 4.3702
H 4.5078 -2.8990 4.0866
H 2.4609 -3.3898 5.9686
H 3.2072 -4.8973 5.4798
H 1.4845 -4.8151 5.3773
C -3.6699 -4.7474 -3.7856
O -3.9170 -3.4097 -4.0905
C -3.0248 -2.4307 -3.5915
C -3.3802 -2.1285 -2.1608
C -4.8343 -1.6953 -1.9073
N -2.4998 -1.0540 -1.6914
H -3.4673 -5.3966 -4.6440
H -4.5612 -5.1885 -3.3254
H -2.8442 -4.8447 -3.0728
H -1.9768 -2.6842 -3.7774
H -3.1336 -1.4894 -4.1436
H -3.2384 -2.9862 -1.4916
H -5.1095 -0.9120 -2.6212
H -4.9638 -1.3231 -0.8954
H -5.5159 -2.5309 -2.1013
H -2.7118 -0.6398 -0.7867
H -2.6972 -0.2064 -2.2345
C 5.1275 0.9888 2.8563
O 5.3548 0.4916 4.1699
C 5.1891 1.4147 5.2089
C 6.2988 2.5038 5.1721
C 7.6843 1.8415 5.1705
N 6.0343 3.4394 6.2428
H 6.0394 1.2645 2.3307
H 4.5293 1.9104 2.8494
H 4.4539 0.2696 2.3962
H 4.1995 1.8814 5.2393
H 5.2997 0.8885 6.1622
H 6.2106 2.9397 4.1736
H 8.4335 2.6037 4.9435
H 7.7825 1.0476 4.4330
H 7.9099 1.4388 6.1616
H 6.6634 4.2112 6.4155
H 6.0173 2.9213 7.1163
C -0.0519 1.1605 3.4140
O 0.6595 1.3796 2.2039
C 0.1834 0.7127 1.0593
C 0.9605 1.0370 -0.2106
C 0.3431 0.4267 -1.4574
N 2.4022 0.7284 -0.0480
H 0.2861 0.1744 3.7577
H -1.1274 1.0907 3.2186
H 0.2133 1.9682 4.0869
H 0.2276 -0.3669 1.2779
H -0.9024 0.8707 0.9694
H 0.9037 2.1251 -0.3506
H 0.8950 0.7608 -2.3314
H -0.7079 0.6980 -1.4659
H 0.4102 -0.6560 -1.3282
H 2.6206 1.0913 0.8795
H 2.4317 -0.2865 0.0757
O -3.6278 0.8726 0.6772
C -3.4464 2.0368 0.8584
C -2.9955 3.0560 -0.1759
C -2.6204 4.2563 0.6726
C -3.2891 4.0969 2.0143
O -3.6069 2.6675 2.0408
H -2.1492 2.6857 -0.7453
H -3.8253 3.3069 -0.8380
H -1.5273 4.2323 0.7334
H -2.7954 5.1793 0.1146
H -2.6242 4.2202 2.8642
H -4.2415 4.6079 2.1394
```

Values from the calculation:
HOMO level = -0.299 hartree
Calculated total energy = -2814.0250 Ha
SMILES = CN(C)P(=O)(N(C)C)N(C)C.CN(C)P(=O)(N(C)C)N(C)C.COC[C@H](C)N.COC[C@H](C)N.COC[C@H](C)N.O=C1CCCO1


Record 3
The following is a DFT calculation (wB97M-V/def2-TZVPD) of one molecule with the formula C3H7NO3 at a distorted geometry.

XYZ file:
```
14
Properties=species:S:1:pos:R:3
N 0.5038 1.5546 -0.4414
C 0.2546 0.0958 -0.4496
C 1.1560 -0.7163 0.4359
O 2.5293 -0.3104 0.2344
C -1.1948 -0.2205 -0.1212
O -1.8075 -1.2258 -0.4089
O -1.8438 0.7338 0.6051
H 1.5228 1.6668 -0.5435
H 0.1980 1.9245 0.4765
H 0.4413 -0.2577 -1.4574
H 0.8876 -0.5514 1.4968
H 1.0206 -1.8210 0.2665
H 2.8438 -0.7788 -0.5372
H -2.7587 0.4001 0.7526
```

Values from the calculation:
HOMO level = -0.360 hartree
Energy relative to the best compared isomer or geometry (same formula, charge and spin) = 29.3 kcal/mol
Calculated total energy = -398.9909 Ha
SMILES = N[C@@H](CO)C(=O)O


What is the calculated total energy in the first record? -3476.3281 Ha